Density functional theory data (ωB97M-V/def2-TZVPD) for the molecule C17H24N2O4.

Computed properties:
- spin multiplicity = 1
- ΔE to the lowest compared entry with this formula, charge and spin (kcal per mole) = 0.0
- SMILES = COC(=O)[C@@H](CC(C)C)NC(=O)CNC(=O)c1ccccc1C
- E_HOMO (eV) = -9.062
- molecular weight (g/mol) = 320.39

CARTESIAN COORDINATES (ANGSTROEM)
C1 2.630 4.357 -3.535
O1 2.734 3.355 -2.528
C2 1.668 3.188 -1.751
O2 0.647 3.817 -1.849
C3 1.904 2.117 -0.690
C4 2.848 2.683 0.386
C5 3.601 1.619 1.194
C6 4.590 2.313 2.130
C7 2.659 0.724 1.994
N1 0.621 1.731 -0.150
C8 0.092 0.505 -0.340
O3 0.708 -0.430 -0.810
C9 -1.341 0.364 0.150
N2 -1.752 -1.004 -0.021
C10 -3.022 -1.414 0.189
O4 -3.887 -0.655 0.585
C11 -3.243 -2.860 -0.122
C12 -2.779 -3.365 -1.333
C13 -2.994 -4.687 -1.676
C14 -3.673 -5.517 -0.802
C15 -4.137 -5.020 0.403
C16 -3.939 -3.692 0.761
C17 -4.435 -3.179 2.076
H1 2.460 5.335 -3.079
H2 3.574 4.344 -4.073
H3 1.800 4.133 -4.207
H4 2.350 1.234 -1.158
H5 3.584 3.316 -0.113
H6 2.265 3.313 1.062
H7 4.164 0.994 0.494
H8 4.061 2.939 2.845
H9 5.281 2.939 1.569
H10 5.168 1.577 2.683
H11 3.234 0.068 2.643
H12 2.060 0.102 1.337
H13 1.996 1.323 2.615
H14 0.011 2.495 0.102
H15 -1.404 0.656 1.206
H16 -2.002 1.031 -0.418
H17 -1.034 -1.622 -0.375
H18 -2.264 -2.710 -2.022
H19 -2.634 -5.066 -2.621
H20 -3.845 -6.552 -1.059
H21 -4.669 -5.673 1.080
H22 -5.089 -3.905 2.552
H23 -4.972 -2.245 1.935
H24 -3.595 -2.979 2.742



Density functional theory data (ωB97M-V/def2-TZVPD) for a cluster of 2 separate species, C17H24N3O5 in total.

Computed properties:
- spin multiplicity = 1
- net charge = -1
- E_HOMO (eV) = -2.132
- molecular weight (g/mol) = 350.40

CARTESIAN COORDINATES (ANGSTROEM)
C1 1.472 -0.925 3.996
O1 1.208 0.438 3.794
C2 0.797 0.739 2.464
C3 1.429 2.054 2.025
C4 0.633 2.792 0.968
N1 0.751 2.206 -0.383
C5 1.774 1.273 -0.685
O2 2.942 1.521 -0.648
C6 1.108 0.007 -1.121
C7 1.664 -1.247 -1.337
C8 3.141 -1.492 -1.189
C9 3.925 -1.274 -2.467
N2 3.536 -1.522 -3.642
C10 0.775 -2.263 -1.687
C11 -0.595 -2.017 -1.799
C12 -1.143 -0.754 -1.572
C13 -2.633 -0.538 -1.622
C14 -3.247 -0.623 -0.205
O3 -3.434 0.678 0.339
C15 -4.566 -1.430 -0.157
N3 -5.786 -0.636 -0.296
C16 -0.249 0.257 -1.242
C17 -0.447 1.720 -0.966
O4 -1.400 2.393 -1.245
H1 2.372 -1.243 3.455
H2 1.638 -1.093 5.058
H3 0.637 -1.556 3.667
H4 -0.297 0.825 2.443
H5 1.120 -0.083 1.814
H6 2.473 1.921 1.744
H7 1.444 2.696 2.910
H8 -0.428 2.753 1.233
H9 0.909 3.846 0.948
H10 3.537 -0.805 -0.441
H11 3.317 -2.500 -0.803
H12 4.933 -0.883 -2.340
H13 2.573 -1.869 -3.628
H14 1.144 -3.270 -1.848
H15 -1.277 -2.825 -2.042
H16 -3.086 -1.304 -2.250
H17 -2.818 0.462 -2.016
H18 -2.524 -1.148 0.429
H19 -3.011 0.718 1.198
H20 -4.546 -2.213 -0.917
H21 -4.611 -1.921 0.817
H22 -5.918 -0.122 0.565
H23 -5.643 0.073 -1.008
O5 3.157 4.572 -0.194
H24 3.252 3.617 -0.119



Density functional theory data (ωB97M-V/def2-TZVPD) for a cluster of 2 separate species, C17H24N4O2S in total.

Computed properties:
- spin multiplicity = 1
- ΔE to the lowest compared entry with this formula, charge and spin (kcal per mole) = 84.4
- SMILES = C(#C[C@@H]1CCCN1)c1cccnc1.CNC(=O)[C@H](CS)NC(C)=O
- E_HOMO (eV) = -8.876
- molecular weight (g/mol) = 348.47

CARTESIAN COORDINATES (ANGSTROEM)
C1 -2.665 1.497 0.592
C2 -2.969 0.558 -0.115
C3 -3.399 -0.526 -1.011
C4 -2.600 -0.536 -2.308
C5 -3.313 0.461 -3.226
C6 -4.674 0.716 -2.584
N1 -4.759 -0.263 -1.493
C7 -2.385 2.653 1.386
C8 -1.393 2.633 2.366
C9 -1.176 3.797 3.103
C10 -1.951 4.932 2.848
N2 -2.908 4.950 1.908
C11 -3.121 3.831 1.190
H1 -3.325 -1.483 -0.482
H2 -2.633 -1.536 -2.751
H3 -1.551 -0.265 -2.152
H4 -3.423 0.048 -4.233
H5 -2.748 1.397 -3.294
H6 -5.493 0.594 -3.300
H7 -4.717 1.735 -2.182
H8 -5.184 -1.126 -1.828
H9 -0.816 1.733 2.553
H10 -0.417 3.832 3.877
H11 -1.775 5.831 3.431
H12 -3.895 3.846 0.428
C12 3.892 -4.798 0.027
N3 3.619 -3.362 0.005
C13 2.519 -2.791 0.518
O1 1.624 -3.458 1.023
C14 2.364 -1.257 0.415
C15 1.020 -0.900 -0.244
S1 0.859 0.888 -0.539
N4 3.449 -0.609 -0.337
C16 4.661 -0.278 0.103
C17 5.021 -0.479 1.562
O2 5.492 0.169 -0.668
H13 3.870 -5.162 1.056
H14 4.873 -5.001 -0.404
H15 3.129 -5.329 -0.547
H16 4.295 -2.758 -0.439
H17 2.348 -0.869 1.434
H18 0.951 -1.416 -1.203
H19 0.196 -1.248 0.383
H20 0.504 1.255 0.697
H21 3.253 -0.347 -1.291
H22 4.384 0.150 2.180
H23 6.060 -0.183 1.707
H24 4.906 -1.525 1.838



Density functional theory data (ωB97M-V/def2-TZVPD) for a structure of composition C17H24N6O3.

Computed properties:
- spin multiplicity = 1
- ΔE to the lowest compared entry with this formula, charge and spin (kcal per mole) = 323.5
- E_HOMO (eV) = -7.961
- molecular weight (g/mol) = 360.42

CARTESIAN COORDINATES (ANGSTROEM)
C1 0.669 0.178 -0.965
C2 -0.158 -1.027 -0.967
C3 1.029 0.378 0.501
C4 1.620 1.642 0.539
C5 1.073 2.899 0.898
C6 2.923 2.047 -0.168
C7 2.953 3.462 -0.123
C8 3.811 1.351 -0.953
C9 3.767 4.280 -0.988
C10 4.798 2.038 -1.542
C11 4.891 3.523 -1.457
C12 -2.072 -2.430 -1.644
C13 -3.515 -2.164 -2.353
C14 -2.382 -2.840 -0.080
C15 -3.168 -1.825 0.733
C16 -2.748 -1.653 2.254
C17 -0.648 -1.361 3.453
H1 -1.599 0.775 -1.409
H2 0.692 2.334 -1.002
H3 1.655 0.083 -1.582
H4 1.470 -0.592 0.957
H5 0.365 0.584 1.243
H6 0.307 3.142 1.713
H7 1.568 4.971 0.464
H8 3.712 0.381 -1.271
H9 3.531 5.364 -0.690
H10 5.497 1.545 -2.185
H11 5.703 3.986 -2.115
H12 -1.523 -0.257 -2.220
H13 -1.408 -3.321 -2.151
H14 -1.180 -2.908 0.140
H15 -3.021 -3.846 -0.179
H16 -4.335 -2.147 0.543
H17 -3.116 -0.683 0.378
H18 -3.268 -0.856 2.866
H19 -3.146 -2.698 2.779
H20 -0.696 -1.653 1.423
H21 -2.247 -2.150 4.897
H22 0.892 -0.627 4.447
H23 1.247 -0.412 2.669
H24 -5.383 -2.880 -2.769
N1 0.090 1.306 -1.662
N2 1.737 3.979 0.354
N3 -1.264 -1.212 -1.683
N4 -1.347 -1.416 2.250
N5 -1.175 -1.907 4.658
N6 0.773 -0.971 3.464
O1 0.184 -1.858 -0.150
O2 -3.795 -0.922 -2.419
O3 -4.450 -3.168 -2.610



| no. | orbital gap (eV) | strongest force on any atom (eV/Å) | calculated total energy (a.u.) |
| --- | --- | --- | --- |
| 1 | 9.732 | 0.528 | -1072.73072 |
| 2 | 4.209 | 1.428 | -1202.60797 |
| 3 | 9.287 | 2.055 | -1429.83928 |
| 4 | 7.475 | 7.794 | -1216.01922 |